This record from the OMol25 dataset describes a cluster of 6 separate species, C38H56BrF15NO13 in total. The level of theory is wB97M-V/def2-TZVPD.

As for the strongest force on any atom: 0.0080 hartree/bohr. The calculation puts the energy at -6586.273270 a.u. As for the HOMO energy: -12.452 eV. The LUMO energy is -4.1 eV. As for the gap between HOMO and LUMO: 8.4 eV.

Structure (ORCA input):
```
! RIJCOSX wB97M-V def2-TZVPD def2/J DEFGRID3
* xyz 1 1
C 4.660 1.459 3.880
C 3.945 2.696 3.373
O 2.699 2.322 2.779
C 1.732 3.343 2.780
C 0.810 3.206 4.001
N -0.486 2.569 3.647
C -1.633 2.984 4.207
C -2.845 2.370 3.956
C -4.058 2.922 4.694
O -5.244 2.915 3.970
C -5.286 3.858 2.907
C -2.849 1.281 3.071
Br -4.367 0.270 2.692
C -1.644 0.875 2.462
O -1.595 -0.122 1.570
C -1.272 -1.422 2.133
C 0.231 -1.658 2.209
C 0.897 -1.447 0.837
C 0.497 -3.050 2.819
C 1.036 -3.049 4.263
C 2.455 -2.478 4.314
C 0.101 -2.342 5.263
C -0.479 1.540 2.784
H 4.685 0.683 3.112
H 4.185 1.060 4.778
H 5.691 1.713 4.132
H 4.571 3.215 2.637
H 3.763 3.391 4.201
H 2.186 4.338 2.759
H 1.151 3.255 1.857
H 1.295 2.536 4.714
H 0.596 4.156 4.485
H -1.551 3.826 4.885
H -4.218 2.321 5.595
H -3.805 3.937 5.032
H -5.955 3.467 2.140
H -4.300 4.012 2.456
H -5.677 4.817 3.260
H -1.752 -2.160 1.487
H -1.742 -1.507 3.118
H 0.654 -0.930 2.914
H 0.304 -0.806 0.183
H 1.054 -2.399 0.326
H 1.883 -0.988 0.960
H -0.403 -3.673 2.754
H 1.252 -3.552 2.205
H 1.093 -4.100 4.559
H 2.788 -2.383 5.351
H 2.508 -1.477 3.871
H 3.163 -3.111 3.775
H -0.613 -3.040 5.703
H -0.468 -1.532 4.796
H 0.665 -1.897 6.085
H 0.465 1.236 2.351
C 3.326 1.997 -0.614
C 4.658 1.406 -0.212
O 5.528 1.255 -1.349
C 6.172 2.353 -1.719
O 6.113 3.429 -1.205
C 7.074 2.049 -2.934
F 6.425 1.314 -3.842
F 8.150 1.362 -2.531
F 7.475 3.175 -3.504
H 2.865 1.393 -1.392
H 2.665 2.027 0.252
H 3.440 3.011 -1.000
H 4.527 0.400 0.183
H 5.160 2.007 0.546
C -4.823 -0.686 6.189
C -4.858 -0.012 7.542
O -4.654 -0.966 8.601
C -3.390 -1.299 8.823
O -2.428 -0.888 8.243
C -3.305 -2.295 10.001
F -4.225 -3.252 9.888
F -3.509 -1.639 11.149
F -2.104 -2.856 10.038
H -5.574 -1.474 6.132
H -5.010 0.036 5.393
H -3.846 -1.134 6.005
H -5.830 0.434 7.740
H -4.095 0.763 7.625
C -3.669 -0.415 -4.646
C -2.756 0.686 -5.129
O -1.852 1.132 -4.085
C -0.791 0.373 -3.889
O -0.514 -0.656 -4.428
C 0.130 1.035 -2.843
F -0.563 1.469 -1.777
F 0.765 2.081 -3.379
F 1.044 0.169 -2.409
H -4.235 -0.098 -3.769
H -4.371 -0.676 -5.437
H -3.103 -1.308 -4.387
H -3.313 1.577 -5.407
H -2.165 0.368 -5.987
C 4.944 -0.272 -6.155
C 4.540 -0.181 -7.609
O 3.121 -0.411 -7.775
C 2.328 0.616 -7.531
O 2.636 1.715 -7.183
C 0.865 0.205 -7.807
F 0.582 -0.983 -7.270
F 0.650 0.133 -9.127
F 0.025 1.104 -7.295
H 4.640 -1.231 -5.734
H 6.025 -0.179 -6.064
H 4.480 0.521 -5.571
H 5.012 -0.961 -8.202
H 4.800 0.785 -8.040
C -1.757 -2.807 -10.003
C -1.244 -3.462 -8.741
O -2.257 -3.470 -7.707
C -3.155 -4.439 -7.777
O -3.229 -5.313 -8.586
C -4.123 -4.320 -6.578
F -4.520 -3.052 -6.405
F -3.502 -4.714 -5.457
F -5.195 -5.077 -6.755
H -2.114 -1.799 -9.791
H -0.953 -2.743 -10.735
H -2.575 -3.378 -10.439
H -0.421 -2.900 -8.309
H -0.913 -4.484 -8.920
*
```


This record from the OMol25 dataset describes the molecule C5H10O2. The level of theory is wB97M-V/def2-TZVPD.

As for the strongest force on any atom: 0.0070 hartree/bohr. Its SMILES is C[C@]1(O)C[C@@]1(C)O. The calculation puts the energy at -346.950255 a.u. As for the HOMO energy: -9.488 eV. The LUMO energy is 0.8 eV. As for the gap between HOMO and LUMO: 10.3 eV.

Structure (ORCA input):
```
! RIJCOSX wB97M-V def2-TZVPD def2/J DEFGRID3
* xyz 0 1
C 0.056 1.129 -1.597
C -0.062 -0.192 -0.859
O 0.511 -1.222 -1.623
C -1.174 -0.743 0.023
C 0.157 -0.365 0.627
C 0.127 0.758 1.644
O 1.146 -1.332 0.900
H -0.743 1.295 -2.330
H 0.119 1.998 -0.935
H 0.998 1.069 -2.156
H 1.244 -1.561 -1.086
H -1.386 -1.793 -0.172
H -2.034 -0.156 0.348
H -0.024 0.318 2.639
H 1.057 1.335 1.670
H -0.712 1.443 1.468
H 0.755 -2.065 1.388
*
```


This record from the OMol25 dataset describes a cluster of 8 separate species, C36H40O20 in total at a distorted geometry. The level of theory is wB97M-V/def2-TZVPD.

As for the strongest force on any atom: 0.2047 hartree/bohr. Its SMILES is O=C1C=C(O)C(=O)C=C1O.O=C1C=C(O)C(=O)C=C1O.O=C1C=C(O)C(=O)C=C1O.O=C1C=C(O)C(=O)C=C1O.CC(C)=O.CC(C)=O.CC(C)=O.CC(C)=O. The calculation puts the energy at -2899.862943 a.u. As for the HOMO energy: -8.643 eV. The LUMO energy is -2.5 eV. As for the gap between HOMO and LUMO: 6.2 eV.

Structure (ORCA input):
```
! RIJCOSX wB97M-V def2-TZVPD def2/J DEFGRID3
* xyz 0 1
O -3.097 -3.486 0.782
C -2.167 -4.294 1.036
C -1.459 -4.254 2.276
C -0.230 -5.196 2.583
O 0.710 -4.799 3.473
C -0.053 -6.431 1.668
O 0.601 -7.320 1.933
C -0.846 -6.492 0.457
C -1.860 -5.398 0.118
O -2.557 -5.409 -1.186
H -1.762 -3.366 2.963
H 0.486 -4.144 4.035
H -0.689 -7.386 -0.125
H -2.800 -4.522 -1.177
O -4.932 6.462 3.396
C -4.851 5.207 3.241
C -3.653 4.432 3.428
C -3.694 2.848 3.063
O -2.822 1.972 3.719
C -4.820 2.259 2.341
O -4.836 1.210 1.786
C -6.037 3.035 2.155
C -6.048 4.570 2.609
O -7.140 5.408 2.618
H -2.897 4.744 4.132
H -2.112 2.429 4.015
H -6.813 2.536 1.764
H -7.035 6.114 3.110
O 6.115 4.982 -0.104
C 5.166 4.399 0.502
C 4.459 3.419 -0.250
C 3.198 2.696 0.458
O 2.496 1.818 -0.239
C 2.985 2.912 1.872
O 2.178 2.181 2.434
C 3.608 4.049 2.495
C 4.764 4.748 1.782
O 5.356 5.710 2.536
H 4.639 3.286 -1.334
H 2.061 1.370 0.505
H 3.355 4.394 3.547
H 6.198 6.101 2.019
O -3.369 0.778 -1.673
C -4.041 1.658 -1.974
C -3.918 3.013 -1.452
C -5.048 4.055 -1.729
O -5.015 5.342 -1.167
C -6.103 3.782 -2.673
O -7.030 4.595 -2.730
C -6.041 2.487 -3.336
C -5.104 1.408 -3.016
O -5.206 0.114 -3.536
H -3.052 3.580 -1.121
H -4.112 5.279 -0.693
H -6.982 2.332 -3.809
H -4.421 -0.351 -3.139
C 5.071 -2.838 0.781
C 3.770 -2.199 1.057
C 2.608 -3.106 1.275
O 3.636 -0.990 1.119
H 5.918 -2.354 1.403
H 5.396 -2.698 -0.315
H 5.004 -4.014 0.953
H 2.810 -3.951 1.768
H 2.279 -3.496 0.242
H 1.842 -2.520 1.528
C -0.221 -1.380 -0.510
C -0.650 -0.299 0.545
C -1.995 -0.424 1.229
O 0.110 0.685 0.828
H -0.977 -1.471 -1.196
H 0.000 -2.324 0.122
H 0.890 -1.325 -0.698
H -2.237 -1.516 1.599
H -2.768 -0.222 0.533
H -2.091 0.243 2.068
C 6.272 -0.371 -2.261
C 4.846 -0.571 -2.873
C 3.674 0.160 -2.387
O 4.723 -1.395 -3.788
H 6.836 -0.008 -3.013
H 6.871 -1.276 -1.863
H 6.368 0.365 -1.687
H 3.219 0.575 -3.116
H 3.786 1.037 -1.875
H 2.920 -0.323 -1.820
C 1.078 -2.327 -3.908
C 1.415 -3.599 -3.137
C 2.813 -4.150 -3.103
O 0.400 -4.091 -2.557
H -0.102 -2.436 -4.106
H 1.456 -2.323 -5.044
H 1.326 -1.329 -3.302
H 3.589 -3.622 -2.481
H 3.343 -3.983 -3.948
H 3.027 -5.025 -2.408
*
```


This record from the OMol25 dataset describes a structure of composition Ag3Cl at a distorted geometry. The level of theory is wB97M-V/def2-TZVPD.

As for the strongest force on any atom: 0.1030 hartree/bohr. The calculation puts the energy at -900.336257 a.u. As for the HOMO energy: -20.629 eV. The LUMO energy is -10.8 eV. As for the gap between HOMO and LUMO: 9.9 eV.

Structure (ORCA input):
```
! RIJCOSX wB97M-V def2-TZVPD def2/J DEFGRID3
* xyz 2 1
Ag -1.595 0.467 -0.562
Ag 0.446 0.731 1.411
Ag 0.604 -1.656 -0.084
Cl 0.546 0.459 -0.766
*
```